Record 1
ORCA calculation (wB97M-V/def2-TZVPD) on 10 unconnected molecules or ions with the total composition C38H46F2N8O6.

The geometry in XYZ format:
```
100
C38H46F2N8O6 | OMol25 | wB97M-V/def2-TZVPD
O -0.01675 -5.41577 -4.27765
C -0.22389 -4.97318 -5.42686
O -0.71619 -3.81798 -5.61938
C -1.02561 -3.61265 -7.06925
C -0.20365 -4.77398 -7.64238
F 1.03043 -4.24141 -7.99593
O -0.13838 -5.63715 -6.56429
H -2.09389 -3.82890 -7.08014
H -0.87029 -2.65698 -7.56990
H -0.72747 -5.24476 -8.47428
O 8.42782 3.73534 6.88044
C 7.46453 3.33942 6.24413
O 6.20699 3.95853 6.22945
C 5.30675 3.05310 5.63205
C 6.21317 2.25293 4.69510
F 6.20856 2.76833 3.46833
O 7.43060 2.23770 5.43839
H 4.91586 2.47244 6.46760
H 4.48384 3.58662 5.15639
H 5.88827 1.21903 4.57853
C -4.53872 2.80164 -4.43919
C -4.50134 1.44944 -5.06747
C -5.17180 1.65850 -6.20983
N -5.55672 2.94030 -6.39092
C -5.31492 3.62602 -5.27660
H -4.23367 3.07142 -3.43890
H -4.08714 0.53744 -4.66365
H -5.50239 0.88827 -6.89091
H -6.20791 3.23931 -7.10270
H -5.74230 4.60958 -5.14878
C -6.57242 -5.00334 -0.02437
C -6.42274 -5.63300 1.20059
C -5.13616 -6.07519 1.36894
N -4.61863 -6.04803 0.13958
C -5.49691 -5.56964 -0.78797
H -7.45376 -4.47428 -0.35562
H -7.14267 -5.71520 2.00143
H -4.57682 -6.64299 2.09773
H -3.71884 -6.40519 -0.14837
H -5.29862 -5.44918 -1.84276
C 9.22684 -3.86845 2.11101
C 8.18985 -2.97681 2.01377
C 6.99848 -3.60013 2.14578
N 7.23092 -4.86266 2.40672
C 8.54915 -5.04768 2.38131
H 10.25959 -3.70067 1.84327
H 8.38092 -1.94062 1.77668
H 6.00880 -3.16869 2.17391
H 6.49393 -5.50518 2.65990
H 8.86097 -6.05831 2.59990
C -2.82178 9.68680 1.54354
C -2.44405 9.42039 2.87155
C -2.38940 8.06840 3.06002
N -2.97808 7.54007 1.84572
C -3.25855 8.54988 0.98024
H -2.93461 10.66018 1.08945
H -2.28195 10.22482 3.57369
H -2.36277 7.42239 3.92509
H -3.22320 6.56260 1.77804
H -3.79789 8.36243 0.06351
C 2.60087 -8.21018 2.96663
C 3.19174 -8.58014 4.13284
C 2.47533 -7.95181 5.18188
N 1.77082 -6.89450 4.65498
C 1.79244 -7.13643 3.28978
H 2.98959 -8.61983 2.04603
H 3.95713 -9.33842 4.05820
H 2.31058 -8.00640 6.24784
H 1.23953 -6.18386 5.13749
H 1.20037 -6.48212 2.66710
C 4.19340 5.24166 -7.14028
C 4.98627 4.44578 -6.37695
C 4.25802 3.43238 -5.77136
N 2.97322 3.52586 -6.27367
C 2.93880 4.68424 -7.14647
H 4.55187 6.06236 -7.74391
H 6.04659 4.58670 -6.22773
H 4.52676 2.62409 -5.10739
H 2.16773 2.93618 -6.12014
H 2.06775 5.00073 -7.70102
C -5.75475 4.02362 5.72385
C -5.35720 2.81863 5.11771
C -6.36146 2.51401 4.25958
N -7.22156 3.61369 4.07967
C -6.77253 4.53474 4.98064
H -5.35833 4.65130 6.50824
H -4.53458 2.14751 5.31593
H -6.49437 1.57835 3.73682
H -8.00930 3.78693 3.47176
H -7.14933 5.54680 4.99325
C 0.52155 1.12691 0.17779
C -0.91669 0.89663 0.35121
C -1.16541 -0.32922 -0.15194
N -0.00451 -0.82370 -0.72424
C 0.99304 0.00970 -0.58059
H 1.09021 2.01580 0.40781
H -1.67350 1.45431 0.88283
H -2.07748 -0.89178 -0.01763
H 0.05014 -1.68407 -1.25043
H 1.98384 -0.12177 -0.98977
```

E_HOMO: -0.296 Eh
Kohn-Sham gap: 8.1 eV
SMILES string: O=C1OC[C@@H](F)O1.O=C1OC[C@@H](F)O1.c1cc[nH]c1.c1cc[nH]c1.c1cc[nH]c1.c1cc[nH]c1.c1cc[nH]c1.c1cc[nH]c1.c1cc[nH]c1.c1cc[nH]c1
Molar mass: 748.832 g/mol
Multiplicity: 1
Net charge: 0



Record 2
ORCA calculation (wB97M-V/def2-TZVPD) on a molecular structure, C38H46NP2Si2Ti.

The geometry in XYZ format:
```
90
C38H46NP2Si2Ti | OMol25 | wB97M-V/def2-TZVPD
Ti -0.76166 0.14331 0.13433
C 1.31276 1.56228 -1.76548
C 2.30785 1.32008 -0.64210
P 1.53004 0.63105 0.90675
C 2.09146 -1.10449 0.79622
C 3.49186 -1.30175 0.72161
C 3.94988 -2.62830 0.62349
C 3.06938 -3.71676 0.44641
C 1.70767 -3.50152 0.53624
C 1.22698 -2.18024 0.65005
C 2.40345 1.24913 2.38243
C 2.93105 0.34886 3.30562
C 3.67167 0.82619 4.39889
C 3.92343 2.19457 4.49089
C 3.33774 3.10951 3.60813
C 2.64642 2.62934 2.49216
P 0.52351 -0.00851 -2.37779
C -0.55484 0.32337 -3.81688
C -0.64956 -0.73946 -4.71686
C -1.79483 -0.87608 -5.54258
C -2.70158 0.16718 -5.56094
C -2.54093 1.28494 -4.71350
C -1.44711 1.37975 -3.89799
C 2.03268 -0.53701 -3.30987
C 2.87924 -1.55666 -2.92114
C 4.09875 -1.75613 -3.58001
C 4.51012 -0.96759 -4.63755
C 3.62035 0.01407 -5.10731
C 2.38640 0.13297 -4.48709
H 1.75818 2.07507 -2.61418
H 0.52627 2.21140 -1.37449
H 2.82419 2.23810 -0.31717
H 3.09083 0.66399 -1.01133
H 4.15386 -0.43056 0.75310
H 5.02103 -2.82392 0.53143
H 3.42571 -4.71704 0.25580
H 0.95355 -4.33025 0.51839
H 0.13561 -1.98417 0.76475
H 2.68028 -0.72783 3.20492
H 4.00753 0.13249 5.22826
H 4.49277 2.58920 5.35084
H 3.49428 4.20086 3.70892
H 2.19165 3.29648 1.78321
H 0.18686 -1.43642 -4.76814
H -1.98295 -1.74779 -6.14781
H -3.50687 0.15027 -6.32894
H -3.25051 2.11852 -4.75127
H -1.20697 2.31376 -3.44270
H 2.63055 -2.25210 -2.10020
H 4.72759 -2.60598 -3.26401
H 5.50833 -1.12635 -5.03893
H 3.85002 0.67221 -5.95363
H 1.69315 0.84206 -4.91940
C -0.93587 0.98671 4.27101
Si -1.74638 -0.43894 3.38660
C -0.64693 -1.95079 3.56400
C -3.38571 -0.71394 4.33043
C -2.23662 0.01753 1.55561
C -2.39894 1.44962 1.23970
C -3.09952 2.42492 1.97620
C -3.10908 3.75827 1.54534
C -2.41959 4.12199 0.37669
C -1.74532 3.13819 -0.33572
N -1.75821 1.84218 0.07905
Si -3.26505 -1.12393 0.35322
C -3.95058 -2.64548 1.17868
C -2.23775 -1.79542 -1.08942
C -4.63813 -0.13116 -0.40629
H -0.43042 0.68480 5.20826
H -1.60555 1.77273 4.58661
H -0.16912 1.46954 3.65321
H -0.93227 -2.44339 4.49179
H 0.40752 -1.65373 3.66690
H -0.88034 -2.65611 2.73145
H -3.26606 -1.05900 5.33856
H -3.96084 -1.54070 3.81354
H -4.02033 0.15656 4.31276
H -3.68501 2.12750 2.82217
H -3.67863 4.47219 2.12279
H -2.47671 5.15546 -0.04711
H -1.28625 3.29243 -1.30499
H -3.14588 -3.14699 1.68467
H -4.34590 -3.39907 0.48986
H -4.72205 -2.49885 1.93315
H -2.05547 -2.86929 -1.00638
H -1.19227 -1.34060 -1.39699
H -2.88505 -1.56971 -1.95253
H -5.19175 0.45253 0.34503
H -5.35832 -0.72459 -0.96975
H -4.15275 0.61444 -1.03165
```

E_HOMO: -0.597 Eh
Kohn-Sham gap: 5.4 eV
Molar mass: 682.780 g/mol
Multiplicity: 1
Net charge: +3



Record 3
ORCA calculation (wB97M-V/def2-TZVPD) on a molecular structure, C38H46P2SiW.

The geometry in XYZ format:
```
88
C38H46P2SiW | OMol25 | wB97M-V/def2-TZVPD
W 0.30164 -0.97994 1.67435
C -1.34820 0.50053 -3.03548
C -1.54352 -0.82402 -3.11412
C -0.83821 -1.74879 -4.03930
C 0.68219 -1.45732 -4.29497
C 1.50825 -0.52290 -3.45669
C 1.55657 0.80710 -3.66007
C 0.57208 1.63018 -4.44112
C -0.92100 1.29288 -4.23534
C 1.86408 0.00549 2.90150
H -1.59980 1.05576 -2.12592
H -2.37426 -1.25453 -2.55380
H -1.31772 -1.77017 -5.04114
H -0.96756 -2.76779 -3.63754
H 1.17031 -2.44414 -4.27807
H 0.70606 -1.10056 -5.33801
H 2.26885 -0.97695 -2.81766
H 2.45820 1.38548 -3.40655
H 0.74618 1.56532 -5.54407
H 0.73440 2.69597 -4.18694
H -1.48018 2.24534 -4.26829
H -1.21121 0.70748 -5.12328
H 1.65513 1.00767 3.29286
H 2.93564 -0.23514 3.00914
H 1.35360 -0.77505 3.57816
P -1.79328 -0.60315 0.74090
P 2.16722 0.23150 0.85402
C -0.34518 -0.88254 -0.37217
C 1.08331 -0.64335 -0.30876
C -2.79597 -2.19953 0.65043
C -2.80792 -2.96774 -0.52870
C -3.38268 -4.24195 -0.53905
C -3.88506 -4.78048 0.64696
C -3.81865 -4.05711 1.84262
C -3.28916 -2.75951 1.84710
C -2.75778 0.78579 0.02813
C -2.14556 2.05677 -0.04593
C -2.94325 3.18843 -0.18421
C -4.32850 3.06113 -0.32082
C -4.90834 1.79119 -0.39133
C -4.13032 0.64529 -0.24540
C 3.66808 -0.85720 0.62136
C 3.50460 -2.22569 0.89938
C 4.60553 -3.01934 1.22876
C 5.88415 -2.46152 1.15254
C 6.07152 -1.14724 0.70632
C 4.96533 -0.34912 0.40976
C 2.64967 1.94459 0.43526
C 2.71386 3.05348 1.31209
C 3.15154 4.29801 0.85428
C 3.43846 4.50329 -0.50163
C 3.32723 3.42300 -1.38692
C 3.02399 2.15895 -0.89707
H -0.61431 -1.62575 -1.12672
H 1.62920 -1.39004 -0.89866
H -2.36103 -2.57163 -1.44023
H -3.44753 -4.77294 -1.48598
H -4.35879 -5.76445 0.62896
H -4.22646 -4.48222 2.76242
H -3.26055 -2.16241 2.76151
H -1.04989 2.14047 -0.01382
H -2.47523 4.16725 -0.21008
H -4.94662 3.95454 -0.41245
H -5.97994 1.68860 -0.57707
H -4.55487 -0.35834 -0.32728
H 2.50396 -2.69590 0.91145
H 4.46852 -4.05725 1.55197
H 6.74673 -3.05115 1.44786
H 7.07626 -0.72648 0.59254
H 5.07876 0.67311 0.04485
H 2.49403 2.89702 2.37000
H 3.31589 5.12262 1.55607
H 3.77881 5.47537 -0.85982
H 3.53064 3.54897 -2.45386
H 3.12919 1.26550 -1.52871
C -0.53088 1.88882 4.02227
Si -1.18546 0.24725 3.24121
C -1.02686 -1.05866 4.66520
C -3.03427 0.65535 3.22067
H 0.35860 1.73477 4.64986
H -1.33071 2.28220 4.66312
H -0.31401 2.62709 3.23830
H -1.78436 -0.77266 5.41193
H -1.23659 -2.09026 4.33940
H -0.04724 -1.03669 5.16778
H -3.26238 1.03647 4.22651
H -3.25440 1.44157 2.48577
H -3.66264 -0.21805 3.00942
```

E_HOMO (alpha / beta): -0.479 / -0.478 Eh
Kohn-Sham gap (alpha / beta): 6.1 / 5.5 eV
Molar mass: 776.660 g/mol
Multiplicity: 3
Net charge: +2



Record 4
ORCA calculation (wB97M-V/def2-TZVPD) on a molecular structure, C38H47KN6O6S6.

The geometry in XYZ format:
```
104
C38H47KN6O6S6 | OMol25 | wB97M-V/def2-TZVPD
K 0.32457 -0.87211 -0.81451
C 3.47395 -2.17266 -3.65665
N 4.12642 -2.48835 -2.39059
C 5.53549 -2.80598 -2.41461
C 3.36604 -2.61177 -1.27182
O 2.17479 -2.40062 -1.26217
C 4.03990 -3.05035 0.02845
O 3.19295 -2.96612 1.14457
C 1.93017 -3.58920 1.06935
C 1.38756 -3.85964 2.46603
O 2.09504 -3.81932 3.46540
N 0.09128 -4.26404 2.48588
C -0.52132 -4.60677 3.75264
C -0.82341 -4.13340 1.34963
H 3.93696 -1.28916 -4.10441
H 2.41516 -1.96863 -3.49679
H 3.57353 -3.00798 -4.35550
H 5.98172 -2.33005 -3.28756
H 5.72446 -3.88355 -2.48795
H 6.05035 -2.42307 -1.53272
H 4.87815 -2.39223 0.26572
H 4.44330 -4.06737 -0.10754
H 1.99064 -4.55649 0.55039
H 1.25016 -2.96746 0.48160
H 0.22932 -4.54917 4.53550
H -0.93057 -5.62110 3.70925
H -1.33601 -3.91881 3.98304
H -1.14261 -3.09664 1.20591
H -1.70302 -4.73930 1.56406
H -0.38751 -4.51769 0.42791
S -1.14435 -2.64470 -3.01733
C -1.99163 -1.34146 -3.75838
C -3.39420 -1.38823 -3.84291
C -4.16246 -0.36624 -4.38959
C -5.58713 -0.48086 -4.39099
N -6.73555 -0.58751 -4.39385
C -3.51635 0.76928 -4.91063
C -2.12659 0.83878 -4.83300
C -1.33492 -0.15546 -4.24743
S 0.37474 0.11680 -4.09137
C -4.24560 1.84449 -5.50149
N -4.82131 2.72617 -5.97312
H -3.88827 -2.26385 -3.44154
H -1.62546 1.71770 -5.21873
O -0.87036 -0.60989 1.13656
C -1.62333 0.40933 1.59819
C -1.09796 1.77545 0.94976
C -2.00273 2.87550 0.32109
C 0.20668 3.75335 -0.48588
C 0.79384 3.64630 0.70438
S 0.25297 2.53146 1.94297
C -1.50906 0.44021 3.12889
C -2.03563 1.13818 4.18056
C -1.52844 0.71460 5.43995
C -0.62643 -0.30056 5.31330
S -0.39463 -0.74334 3.67807
C -3.07286 0.23463 1.14823
C -4.26837 0.51059 1.74351
C -5.37883 0.29195 0.87769
C -4.99527 -0.14594 -0.35521
S -3.29825 -0.31937 -0.46711
H -2.92032 2.39729 -0.05024
H 0.57606 4.45138 -1.22937
H 1.66682 4.22901 0.97249
H -2.76598 1.92468 4.08606
H -1.82591 1.14563 6.38740
H -0.09131 -0.80464 6.10374
H -4.35630 0.85457 2.76475
H -6.41196 0.43891 1.16369
H -5.62441 -0.40198 -1.19434
C 2.74260 1.81664 -2.42274
S 3.18223 1.52050 -0.71583
C 4.84939 0.92401 -1.04406
O 2.41055 0.32307 -0.27798
H 3.44656 2.53408 -2.84797
H 1.72744 2.20459 -2.45935
H 2.75766 0.86589 -2.95698
H 5.45895 1.74862 -1.41705
H 4.79550 0.11833 -1.77955
H 5.25639 0.55188 -0.10603
C -3.20977 3.97068 2.06260
N -2.27135 4.13352 0.97451
C -2.76942 5.09501 0.01027
C -0.95798 2.85003 -0.80822
C -1.40320 2.84340 -2.24239
O -0.57626 1.51035 -0.36170
H -3.34761 4.92675 2.57346
H -2.80023 3.26346 2.77573
H -4.19364 3.60175 1.72749
H -3.69749 4.75937 -0.48414
H -2.02022 5.27810 -0.75993
H -2.97382 6.04110 0.51601
H -1.63794 3.85626 -2.57963
H -2.28905 2.21797 -2.35682
H -0.62427 2.41801 -2.88339
C 2.96251 0.71525 3.85297
C 3.10448 -0.44777 2.87026
C 4.47875 -0.57229 2.39042
N 5.56223 -0.63269 2.00651
H 1.91745 0.82422 4.13537
H 3.28382 1.65123 3.39432
H 3.55889 0.54614 4.75147
H 2.47335 -0.30549 1.98896
H 2.83711 -1.40515 3.32216
```

E_HOMO: -0.041 Eh
Kohn-Sham gap: 4.6 eV
Molar mass: 915.330 g/mol
Multiplicity: 1
Net charge: -2



Record-wise electronic energy values, in eV: -69785.3669; -99064.9648; -68409.7623; -142731.7762